(1)
{
  "formula": "C4H10S2",
  "method": "ωB97M-V/def2-TZVPD",
  "species": ["C", "C", "C", "S", "S", "C", "H", "H", "H", "H", "H", "H", "H", "H", "H", "H"],
  "coordinates": [[-1.2516, 0.1076, -1.6370], [-0.5614, 0.9473, -0.5311], [-0.9200, 0.3470, 0.8343], [-0.7605, -1.4339, 1.2477], [1.2026, -1.7677, -0.0300], [2.1049, -0.6397, 0.9673], [-0.5245, -0.1279, -2.4141], [-1.5513, -0.8534, -1.2258], [-2.1617, 0.5956, -2.0025], [0.5053, 0.8864, -0.7490], [-0.9357, 1.9715, -0.4485], [-0.3628, 0.7672, 1.6574], [-2.0116, 0.4284, 0.9494], [3.0647, -0.4241, 0.4576], [1.7030, 0.3621, 1.0628], [2.4606, -1.1665, 1.8616]],
  "atomic_forces_ev_per_a": [[-0.05, 0.43, 0.28], [-0.54, -1.53, 0.06], [-0.28, -0.56, 0.46], [2.39, -0.61, -2.41], [-2.88, 0.09, 1.24], [2.51, 0.00, -0.04], [-0.37, 0.26, -0.30], [-0.06, -0.08, 0.03], [0.32, -0.08, -0.27], [-0.01, 0.46, 0.41], [0.35, 0.00, -0.44], [-0.27, 0.89, 0.11], [0.29, 0.50, 0.34], [-0.29, -0.28, -0.24], [-0.49, -0.18, 0.51], [-0.63, 0.69, 0.26]],
  "homo_energy_ev": -8.761,
  "energy_ev": -25979.6639,
  "de_lowest_kcal_mol": 30.5,
  "smiles": "CCCSSC"
}

(2)
{
  "formula": "C30H26N4OP2SSr",
  "method": "ωB97M-V/def2-TZVPD",
  "species": ["Sr", "N", "P", "C", "C", "C", "C", "C", "C", "C", "C", "C", "C", "C", "C", "P", "C", "C", "C", "C", "C", "C", "C", "C", "C", "C", "C", "C", "H", "H", "H", "H", "H", "H", "H", "H", "H", "H", "H", "H", "H", "H", "H", "H", "H", "H", "H", "H", "H", "C", "C", "C", "C", "N", "C", "S", "N", "H", "H", "H", "H", "H", "O", "C", "N"],
  "coordinates": [[-0.5156, 0.4169, -3.0334], [-0.1603, 0.9615, 0.5913], [-1.6738, 0.3991, 0.0090], [-1.7399, -1.3571, 0.5516], [-2.7922, -2.1368, 0.0643], [-2.9947, -3.4285, 0.5255], [-2.1131, -3.9775, 1.4484], [-1.0434, -3.2253, 1.9145], [-0.8679, -1.9146, 1.4806], [-2.8488, 1.1501, 1.2239], [-3.8356, 0.4728, 1.9417], [-4.6900, 1.1672, 2.7911], [-4.5809, 2.5432, 2.9381], [-3.6199, 3.2314, 2.2144], [-2.7763, 2.5407, 1.3594], [0.8940, 1.7047, -0.5605], [1.6386, 3.0509, 0.4597], [3.0071, 3.3024, 0.5685], [3.4679, 4.3914, 1.3017], [2.5779, 5.2448, 1.9380], [1.2158, 5.0081, 1.8360], [0.7556, 3.9305, 1.0937], [2.3344, 0.5776, -0.6342], [3.3157, 0.8658, -1.5880], [4.4674, 0.1034, -1.6693], [4.6304, -0.9907, -0.8286], [3.6492, -1.3035, 0.0997], [2.5099, -0.5148, 0.2055], [-0.1586, 1.3776, 1.5158], [-3.4714, -1.7121, -0.6701], [-3.8314, -4.0122, 0.1622], [-2.2590, -4.9923, 1.7984], [-0.3495, -3.6531, 2.6297], [-0.0652, -1.3126, 1.8868], [-3.9391, -0.5987, 1.8713], [-5.4446, 0.6208, 3.3427], [-5.2447, 3.0758, 3.6077], [-3.5366, 4.3094, 2.3029], [-2.0639, 3.0972, 0.7637], [3.7246, 2.6456, 0.1049], [4.5355, 4.5642, 1.3787], [2.9441, 6.0926, 2.5070], [0.5092, 5.6681, 2.3277], [-0.3114, 3.7836, 0.9976], [3.1659, 1.6877, -2.2808], [5.2224, 0.3424, -2.4100], [5.5124, -1.6123, -0.9149], [3.7704, -2.1656, 0.7460], [1.7554, -0.7485, 0.9448], [1.6102, -5.2302, -1.4149], [0.8071, -4.1343, -2.0521], [-0.5899, -4.1990, -2.1201], [-1.2268, -3.0693, -2.5551], [-0.5728, -1.9707, -2.9693], [0.7925, -2.0683, -3.0690], [1.6404, -0.8674, -3.9687], [1.4871, -3.1030, -2.5353], [1.0212, -6.1382, -1.2859], [1.9503, -4.8967, -0.4298], [2.4935, -5.4419, -2.0159], [-1.1378, -5.0760, -1.8011], [-2.3105, -3.0175, -2.5799], [-1.6570, 4.6305, -4.4459], [-1.5428, 3.5151, -4.0249], [-1.4406, 2.3957, -3.5866]],
  "atomic_forces_ev_per_a": [[-0.51, 0.89, 0.27], [-0.31, 0.50, -0.18], [-0.06, -0.52, 0.54], [-0.20, 0.09, 0.11], [0.02, 0.16, 0.04], [0.07, -0.01, 0.02], [0.01, 0.01, -0.05], [0.05, 0.08, -0.04], [-0.06, -0.05, 0.04], [0.01, 0.32, -0.19], [0.18, 0.06, 0.04], [0.04, 0.03, -0.04], [-0.03, -0.12, 0.02], [0.04, 0.06, -0.03], [-0.02, -0.04, -0.12], [0.80, -0.21, 0.55], [-0.34, 0.30, -0.03], [-0.13, 0.00, 0.14], [-0.02, -0.07, -0.03], [0.08, 0.00, 0.00], [-0.06, -0.02, 0.02], [0.04, 0.04, -0.04], [0.11, 0.05, -0.03], [-0.14, -0.01, 0.08], [0.02, -0.04, -0.02], [-0.02, 0.01, -0.03], [-0.02, -0.01, 0.01], [0.03, 0.00, 0.02], [0.18, -0.27, 0.18], [-0.02, -0.02, 0.03], [0.01, 0.02, -0.03], [0.01, 0.04, 0.00], [-0.05, 0.04, -0.03], [0.01, -0.03, -0.02], [0.05, -0.13, -0.08], [0.02, 0.01, 0.00], [0.01, -0.02, -0.03], [0.00, -0.09, -0.02], [-0.07, -0.03, -0.02], [0.06, -0.08, -0.08], [-0.07, -0.01, -0.01], [-0.02, -0.08, -0.04], [0.04, -0.05, -0.06], [0.05, 0.02, 0.02], [0.03, 0.02, 0.00], [-0.07, -0.04, 0.05], [0.00, 0.02, 0.02], [-0.01, 0.05, -0.03], [0.01, -0.01, -0.03], [-0.02, 0.03, 0.01], [0.13, 0.11, -0.07], [0.12, -0.14, 0.07], [0.07, 0.44, -0.08], [0.17, -1.60, -0.03], [-0.04, -0.68, 0.00], [0.78, -0.51, -0.29], [-0.34, 0.14, -0.03], [0.02, 0.03, -0.01], [-0.01, -0.01, -0.07], [-0.02, 0.01, 0.03], [0.03, 0.08, 0.00], [0.05, 0.05, 0.03], [0.13, -0.95, 0.34], [-0.15, 0.00, 0.09], [-0.64, 2.17, -0.89]],
  "homo_energy_ev": -7.826,
  "energy_ev": -69791.9678,
  "de_lowest_kcal_mol": 12.8
}

(3)
{
  "formula": "C24H30BF4N2O12",
  "method": "ωB97M-V/def2-TZVPD",
  "species": ["C", "N", "C", "C", "C", "C", "C", "C", "C", "C", "N", "C", "C", "C", "H", "H", "H", "H", "H", "H", "H", "H", "H", "H", "H", "H", "H", "H", "B", "H", "H", "H", "H", "C", "C", "O", "C", "O", "O", "F", "H", "H", "H", "C", "C", "O", "C", "O", "O", "F", "H", "H", "H", "C", "C", "O", "C", "O", "O", "F", "H", "H", "H", "C", "C", "O", "C", "O", "O", "F", "H", "H", "H"],
  "coordinates": [[-7.6620, 3.9387, -3.3629], [-6.5589, 3.0615, -3.0448], [-6.8723, 1.9030, -2.4420], [-5.8586, 0.9743, -2.1671], [-4.5298, 1.3079, -2.4882], [-4.2932, 2.4875, -3.1431], [-5.3088, 3.3929, -3.3335], [-3.4303, 0.3864, -2.1897], [-2.2621, 0.8656, -1.6131], [-1.1978, 0.0126, -1.2938], [-1.3432, -1.3211, -1.3349], [-2.5148, -1.8205, -1.7979], [-3.5422, -1.0561, -2.1937], [-0.3411, -2.2119, -0.6605], [-7.8251, 3.6676, -4.4060], [-7.4952, 4.9948, -3.1510], [-8.5966, 3.6129, -2.9063], [-7.8800, 1.7686, -2.0776], [-6.1179, 0.0492, -1.6738], [-3.3408, 2.6446, -3.6274], [-5.1427, 4.3102, -3.8788], [-2.1558, 1.9401, -1.5875], [-0.3141, 0.4456, -0.8488], [-2.6288, -2.8944, -1.8067], [-4.4134, -1.6385, -2.4550], [0.6525, -1.7825, -0.7887], [-0.3608, -3.2167, -1.0825], [-0.7463, -2.1556, 0.3498], [1.6592, -0.3027, 1.1391], [2.1958, -0.0068, 2.0272], [2.0346, -1.2545, 0.7964], [0.6141, -0.2352, 1.3988], [1.9209, 0.4508, 0.4124], [-0.1415, 2.4324, 2.7642], [0.0156, 1.4747, 3.9245], [-0.9181, 1.9683, 4.8471], [-1.3218, 3.2114, 4.3987], [-2.1385, 3.9643, 4.9765], [-0.7314, 3.5016, 3.2782], [1.2985, 1.6422, 4.4646], [-0.7274, 2.0338, 1.9360], [0.8230, 2.4987, 2.2608], [-0.0818, 0.3990, 3.7780], [3.2496, 0.9019, -2.1710], [3.1281, -0.4210, -2.9475], [3.3378, 0.0169, -4.2793], [3.8434, 1.2046, -4.3354], [4.2101, 1.8031, -5.3089], [3.8301, 1.7180, -3.1387], [1.8573, -0.7818, -2.9382], [3.9405, 0.8024, -1.3338], [2.3313, 1.2547, -1.7016], [3.7654, -1.1995, -2.5283], [5.2241, -1.2464, 1.1135], [6.1520, -1.3585, 2.3108], [6.7170, -2.6386, 2.1433], [5.9913, -3.3296, 1.2014], [6.2148, -4.4132, 0.7749], [4.9947, -2.5967, 0.7594], [5.4238, -1.1949, 3.3736], [5.8717, -0.8178, 0.3486], [4.3254, -0.6492, 1.2677], [6.9199, -0.5860, 2.2694], [0.9361, -2.8993, 2.7553], [2.1392, -2.3466, 3.5059], [2.8005, -3.5558, 3.7976], [1.9028, -4.4607, 3.9211], [2.1090, -5.4755, 4.5584], [0.7695, -4.1063, 3.3318], [1.7301, -1.7127, 4.6053], [1.0603, -3.1760, 1.7083], [-0.0177, -2.3760, 2.6880], [2.8210, -1.8038, 2.8511]],
  "atomic_forces_ev_per_a": [[-1.20, -0.01, -1.19], [-0.51, -0.17, 1.86], [1.62, -1.14, 0.70], [-0.43, 1.08, -0.11], [-1.15, -1.23, -0.09], [0.35, 0.55, -0.44], [0.53, -0.25, -1.12], [0.47, -2.38, 1.40], [0.03, -0.10, -1.57], [-0.61, 0.19, 0.69], [-0.18, 0.74, -0.61], [1.17, -0.90, 0.55], [-0.98, 1.96, -0.53], [-0.52, 0.45, -0.40], [-0.20, 1.05, -0.36], [0.27, -0.25, -0.24], [0.37, 0.01, 0.50], [-0.08, -0.04, -0.37], [0.03, 0.01, 0.06], [0.20, 0.41, 0.36], [-0.14, 0.15, 0.11], [0.43, 0.02, 0.45], [0.52, -0.41, 0.07], [0.27, -0.07, 0.12], [-0.31, 0.49, -0.38], [-0.19, 0.08, 0.46], [-0.31, 0.15, -0.01], [0.91, -0.45, 0.25], [0.18, 0.17, -0.17], [2.08, 1.09, 3.39], [1.07, -3.78, -1.34], [-4.48, -0.13, 0.75], [0.77, 3.10, -3.20], [1.93, -4.07, -2.50], [1.12, -0.18, 0.70], [-0.51, 0.72, -0.37], [-3.57, 2.19, 4.16], [3.10, -3.13, -2.05], [-0.50, 3.49, -0.28], [-0.84, 0.04, -0.22], [-0.60, -0.44, 0.16], [0.30, 1.00, 0.52], [-0.27, 0.26, -0.16], [1.18, -1.15, 0.78], [0.18, 2.31, 0.40], [-0.02, -4.00, -0.46], [0.77, 2.52, -1.80], [-0.26, -0.85, 0.49], [0.41, 2.84, 1.93], [-2.29, -1.55, 0.36], [0.11, 0.00, -0.04], [-0.24, 0.14, -0.66], [0.08, -0.29, -0.83], [1.24, 0.45, -0.55], [0.43, 0.58, -2.81], [-0.16, -0.09, 0.28], [0.68, -0.96, -0.02], [0.47, -0.09, 0.64], [-1.65, 0.98, -0.51], [-1.00, -0.41, 3.12], [-0.39, 0.27, -0.54], [-0.06, -0.39, 0.07], [0.32, -0.29, 0.32], [-0.63, 1.26, -2.44], [0.40, -0.09, -2.87], [1.90, 2.90, 0.20], [-0.38, -4.85, 2.89], [-0.94, 1.06, -1.42], [-1.57, -2.97, 1.81], [0.20, 0.43, 0.78], [1.11, 0.86, -0.39], [0.24, 0.58, 0.99], [-0.28, 0.55, 0.71]],
  "homo_energy_ev": -11.563,
  "total_charge": 1,
  "energy_ev": -64458.2173
}

(4)
{
  "formula": "C3H9NO2S2",
  "method": "ωB97M-V/def2-TZVPD",
  "species": ["N", "C", "O", "C", "C", "S", "S", "H", "H", "H", "H", "H", "H", "H", "O", "H", "H"],
  "coordinates": [[1.2050, -1.8356, -0.3889], [0.0359, -1.6550, 0.2709], [-0.5689, -2.5253, 0.8502], [-0.5187, -0.2482, 0.1419], [-0.8060, 0.2826, 1.5489], [-2.1653, 1.4149, 1.7199], [-2.4789, 2.3011, -0.1207], [1.6370, -1.0393, -0.8252], [1.7401, -2.6897, -0.3942], [0.0638, 0.4686, -0.4276], [-1.3684, -0.2720, -0.5454], [0.1524, 0.6582, 1.9065], [-1.2058, -0.5512, 2.1092], [-3.7007, 1.8076, -0.3853], [2.4495, 1.0004, -1.6843], [2.7501, 1.1319, -2.5933], [2.7788, 1.7510, -1.1827]],
  "atomic_forces_ev_per_a": [[0.57, 0.22, -0.24], [0.28, 0.20, -0.90], [-0.08, -0.32, 0.42], [-0.54, 0.45, -0.28], [0.03, -0.77, -1.31], [-0.62, 1.08, 0.05], [0.12, 0.24, 0.12], [0.07, 0.11, -0.03], [-0.43, -0.11, 0.23], [0.90, -0.10, 0.23], [-0.57, -0.47, 0.62], [-0.33, 0.16, 0.53], [0.51, -0.34, 0.48], [0.14, -0.24, 0.04], [-0.03, -0.18, -0.17], [-0.06, 0.03, 0.26], [0.04, 0.05, -0.04]],
  "homo_energy_ev": -8.635,
  "energy_ev": -30512.9625,
  "de_lowest_kcal_mol": 9.3,
  "smiles": "NC(=O)CCSS.O"
}

(5)
{
  "formula": "C22H38F2NO12P3",
  "method": "ωB97M-V/def2-TZVPD",
  "species": ["O", "C", "C", "P", "O", "N", "C", "O", "F", "C", "O", "F", "C", "C", "C", "C", "C", "C", "H", "H", "H", "H", "H", "H", "H", "H", "C", "C", "O", "P", "O", "O", "C", "C", "O", "C", "C", "H", "H", "H", "H", "H", "H", "H", "H", "H", "H", "H", "H", "H", "H", "H", "C", "C", "O", "P", "O", "O", "C", "C", "O", "C", "C", "H", "H", "H", "H", "H", "H", "H", "H", "H", "H", "H", "H", "H", "H", "H"],
  "coordinates": [[1.7797, -4.4428, 5.5328], [2.0548, -3.2726, 5.4729], [3.5041, -2.7951, 5.3230], [4.4711, -2.7034, 6.9071], [3.7514, -3.7529, 7.9120], [4.2448, -1.0656, 7.6394], [4.7640, -0.0540, 6.8237], [5.1041, -0.1470, 5.6966], [4.8458, 1.1220, 7.4413], [2.9373, -0.7945, 8.0794], [2.3813, -1.3102, 8.9798], [2.3314, 0.1722, 7.3743], [0.9998, -2.1875, 5.5162], [0.2516, -1.9511, 6.6570], [-0.6752, -0.9132, 6.6430], [-0.8180, -0.1536, 5.4947], [-0.0981, -0.4073, 4.3360], [0.8277, -1.4429, 4.3523], [4.0252, -3.5157, 4.6880], [3.4839, -1.8481, 4.7815], [2.7959, -3.6007, 7.9914], [0.3960, -2.5418, 7.5542], [-1.2558, -0.7000, 7.5313], [-1.5190, 0.6750, 5.4929], [-0.2089, 0.1595, 3.4159], [1.4165, -1.6739, 3.4708], [-3.3725, -3.9639, -1.4296], [-2.2336, -3.2930, -0.6831], [-2.3128, -1.8665, -0.7572], [-3.4193, -1.0876, 0.1606], [-2.9427, -1.2878, 1.5554], [-2.9637, 0.4749, -0.0679], [-2.8093, 1.3675, 1.0345], [-1.3410, 1.5483, 1.3570], [-4.5771, -0.9896, -0.9671], [-4.5829, -0.0562, -2.0571], [-3.4454, -0.2263, -3.0341], [-4.3329, -3.7539, -0.9531], [-3.2319, -5.0453, -1.4508], [-3.4338, -3.5958, -2.4538], [-2.2152, -3.6109, 0.3629], [-1.2807, -3.5753, -1.1305], [-3.3640, 1.0189, 1.9045], [-3.2436, 2.3252, 0.7391], [-0.8368, 0.5894, 1.4719], [-1.2102, 2.1267, 2.2738], [-0.8348, 2.0711, 0.5432], [-4.6389, 0.9650, -1.6863], [-5.5240, -0.2361, -2.5804], [-2.4924, 0.0641, -2.5933], [-3.6120, 0.4011, -3.9117], [-3.3578, -1.2627, -3.3602], [0.7758, -0.1558, -3.3856], [0.9220, 1.3360, -3.1389], [1.1999, 2.0558, -4.3414], [-0.0302, 2.3147, -5.4123], [-0.8281, 3.2824, -4.5974], [0.6604, 3.3661, -6.4656], [-0.0120, 4.5619, -6.8689], [0.5616, 5.7594, -6.1402], [0.4150, 1.0227, -6.3029], [1.5235, 0.9880, -7.2138], [2.8802, 1.1741, -6.5750], [-0.1042, -0.3691, -3.9977], [0.6710, -0.6916, -2.4407], [1.6421, -0.5464, -3.9197], [0.0218, 1.7379, -2.6642], [1.7601, 1.5193, -2.4660], [-1.0866, 4.4810, -6.7105], [0.1477, 4.6726, -7.9438], [0.5851, 5.5930, -5.0636], [-0.0232, 6.6575, -6.3447], [1.5911, 5.9364, -6.4564], [1.3680, 1.6928, -8.0284], [1.4847, -0.0059, -7.6642], [3.0217, 2.1925, -6.2176], [3.6606, 0.9645, -7.3089], [3.0100, 0.5041, -5.7260]],
  "atomic_forces_ev_per_a": [[-0.03, -0.23, 0.27], [0.08, 0.47, -0.13], [-1.48, 0.10, -0.10], [2.35, -1.11, -0.51], [-0.53, 1.13, -0.32], [-1.66, 0.25, -0.51], [0.10, 0.40, -0.50], [0.36, -0.43, -0.22], [-0.13, -0.19, 0.54], [0.23, 0.62, 0.63], [-0.23, -0.61, 0.19], [0.24, 0.11, -0.17], [0.61, -0.55, -0.19], [-0.27, 0.14, -0.09], [0.34, -0.25, -0.05], [-0.56, 0.65, -0.16], [0.50, -0.54, -0.07], [-0.16, 0.31, 0.25], [0.20, -0.09, 0.36], [0.34, 0.12, 0.30], [-0.03, -0.37, 0.27], [-0.03, -0.04, -0.08], [-0.01, 0.06, -0.07], [-0.02, -0.08, 0.04], [-0.22, 0.04, 0.39], [-0.02, 0.04, 0.03], [-0.12, 0.10, 0.06], [0.01, -0.31, -0.03], [-0.72, -0.05, 0.34], [4.82, 3.69, -2.67], [-3.03, -1.60, 0.19], [-0.46, -0.34, -0.12], [0.30, 0.09, 0.14], [0.20, 0.09, -0.12], [-0.82, -1.69, 2.25], [-0.44, 0.56, -0.66], [0.43, -0.11, 0.12], [0.01, -0.05, 0.00], [0.03, 0.01, 0.02], [0.06, -0.03, -0.02], [0.03, 0.07, 0.01], [0.03, 0.15, 0.00], [0.06, -0.14, -0.02], [-0.02, -0.06, -0.13], [-0.18, -0.09, 0.05], [-0.02, 0.03, -0.03], [-0.03, 0.06, 0.02], [0.18, -0.07, 0.21], [-0.03, -0.26, 0.21], [-0.02, 0.00, 0.03], [-0.14, 0.02, 0.06], [-0.07, 0.00, -0.03], [-0.09, 0.00, -0.09], [0.00, -0.08, 0.14], [-0.47, -0.30, -0.04], [6.86, 3.49, 0.27], [-2.92, -2.47, -0.78], [-0.53, -0.68, -0.26], [0.08, 0.39, 0.11], [0.19, 0.04, 0.07], [-3.03, -0.39, 0.79], [0.38, -0.24, -0.82], [-0.01, 0.29, 0.33], [-0.01, -0.03, 0.05], [-0.03, 0.04, 0.01], [0.03, 0.01, 0.04], [0.02, 0.04, -0.01], [0.03, 0.09, -0.08], [0.03, -0.05, 0.15], [0.06, -0.13, 0.01], [-0.19, -0.05, -0.01], [0.00, -0.01, -0.03], [-0.02, 0.02, -0.05], [-0.09, 0.17, 0.17], [-0.24, -0.05, 0.20], [-0.03, -0.01, 0.01], [-0.11, -0.07, -0.09], [0.01, -0.05, -0.05]],
  "homo_energy_ev": -9.458,
  "energy_ev": -82793.9147,
  "smiles": "O=C(CP(O)N(C(=O)F)C(=O)F)c1ccccc1.CCOP(=O)(OCC)OCC.CCOP(=O)(OCC)OCC"
}

> What is the formula in the third record?

C24H30BF4N2O12